Entry from the Open Molecules 2025 dataset: the molecule C12H12Cl2N2O4 at a distorted geometry (ωB97M-V/def2-TZVPD).

Spin multiplicity: 1
Kohn-Sham gap: 8.56 eV
Electronic energy: -1794.9502 hartree
HOMO energy: -0.3232 Ha
SMILES: COC(=O)CCC(=O)NNC(=O)c1ccc(Cl)cc1Cl

```
32
Properties=species:S:1:pos:R:3:lowdin_charge:R:1
C -3.17 -2.29 0.89 -0.018
O -3.80 -1.20 0.38 -0.016
C -4.24 -0.83 -0.68 -0.640
O -4.12 -1.63 -1.48 0.154
C -4.85 0.64 -0.98 0.059
C -4.38 1.87 0.16 0.004
C -2.95 2.02 -0.20 -0.491
O -2.38 2.51 -1.04 0.166
N -2.01 1.32 0.77 0.057
N -0.67 1.21 0.37 0.129
C 0.00 0.10 0.99 -0.339
O -0.39 -0.93 1.55 -0.029
C 1.47 0.16 0.55 -0.087
C 2.31 1.52 0.54 -0.009
C 3.52 1.54 0.40 -0.120
C 4.15 0.36 -0.28 -0.493
Cl 5.95 0.48 -0.60 0.594
C 3.41 -0.74 -0.19 -0.202
C 2.18 -0.79 0.05 -0.636
Cl 1.30 -2.35 -0.05 0.725
H -3.65 -2.79 1.58 0.036
H -2.04 -2.02 1.12 0.118
H -3.16 -2.93 -0.13 0.150
H -4.71 0.99 -1.97 0.100
H -5.86 0.43 -0.73 0.092
H -4.85 2.71 -0.08 0.068
H -4.52 1.31 1.04 0.093
H -2.31 0.39 1.35 0.180
H -0.46 1.86 -0.10 -0.013
H 1.73 2.44 0.96 0.157
H 4.09 2.24 0.40 0.013
H 4.04 -1.54 -0.96 0.201
```